1.
The following is a quantum chemistry calculation of a molecular structure, C28H36Br2Cl16F3I2NO2, from the OMol25 dataset.

The value obtained for the energy is -399994.4749 eV. As for the net charge: 0. The value obtained for the highest occupied orbital energy is -8.75 eV. For the lowest unoccupied orbital energy, the calculation gives -0.26 eV.

Cartesian coordinates (Å):
C: -2.474 2.967 3.546
C: -0.934 3.412 3.633
C: -0.080 2.529 4.671
C: 1.055 1.746 3.861
C: 0.538 0.359 3.191
C: 0.409 0.618 1.602
C: 0.393 -0.772 0.749
C: -0.499 -1.952 1.310
Br: -0.025 -3.901 1.297
C: -1.811 -1.771 1.841
C: -2.563 -0.388 1.909
Br: -2.910 -3.298 2.529
C: 2.011 -0.958 0.654
C: 2.768 -2.288 1.002
I: 3.396 -2.550 3.104
C: 3.147 -3.342 0.154
C: 2.778 -3.318 -1.378
I: 4.240 -5.097 0.897
C: 2.446 -0.105 -0.666
O: 3.514 0.465 -0.910
N: 1.243 -0.254 -1.467
C: -0.106 -0.491 -0.793
C: -0.637 -1.664 -1.715
C: -2.067 -2.299 -1.540
C: -3.351 -1.368 -1.653
C: -3.589 -1.074 -3.240
C: -0.853 0.868 -1.168
C: 0.041 2.048 -1.755
O: 0.959 2.638 -0.815
C: 2.013 3.294 -1.546
C: 3.118 3.853 -0.523
F: 4.354 4.048 -1.163
F: 2.746 5.119 0.012
F: 3.334 2.999 0.565
H: -2.753 2.089 4.210
H: -3.159 3.853 3.756
H: -2.680 2.647 2.460
H: -0.876 4.496 3.967
H: -0.477 3.256 2.607
H: 0.399 3.177 5.479
H: -0.740 1.726 5.156
H: 1.605 2.399 3.091
H: 1.869 1.465 4.626
H: -0.409 -0.040 3.667
H: 1.361 -0.395 3.393
H: 1.215 1.340 1.269
H: -0.562 1.213 1.484
H: -3.643 -0.515 2.260
H: -2.099 0.397 2.580
H: -2.618 0.046 0.863
H: 2.512 -0.284 1.448
H: 2.921 -2.341 -1.923
H: 1.753 -3.799 -1.499
H: 3.501 -4.055 -1.890
H: 1.472 -0.908 -2.223
H: -0.547 -1.300 -2.806
H: 0.129 -2.521 -1.646
H: -2.188 -3.077 -2.396
H: -2.210 -2.939 -0.595
H: -3.289 -0.363 -1.136
H: -4.295 -1.930 -1.322
H: -3.011 -0.170 -3.614
H: -3.267 -1.967 -3.889
H: -4.690 -0.897 -3.488
H: -1.527 1.320 -0.378
H: -1.551 0.618 -2.051
H: 0.512 1.808 -2.777
H: -0.713 2.885 -2.007
H: 1.638 4.210 -2.134
H: 2.523 2.581 -2.271
C: -2.237 -4.918 -5.424
Cl: -1.105 -3.687 -4.834
Cl: -3.902 -4.354 -5.161
Cl: -1.963 -5.187 -7.158
Cl: -1.982 -6.437 -4.542
C: 5.508 -0.767 -3.563
Cl: 5.891 0.592 -2.492
Cl: 3.778 -0.734 -3.973
Cl: 6.468 -0.639 -5.052
Cl: 5.893 -2.295 -2.742
C: -0.683 6.106 -3.615
Cl: -0.788 4.449 -4.245
Cl: 0.474 6.162 -2.267
Cl: -0.137 7.194 -4.907
Cl: -2.282 6.624 -3.042
C: -2.328 -3.241 6.911
Cl: -1.268 -2.335 5.810
Cl: -1.394 -3.779 8.322
Cl: -3.659 -2.194 7.446
Cl: -2.991 -4.656 6.066

Cartesian forces (eV/Å) of the 3 atoms listed first:
C -0.02 0.34 -0.96
C -0.40 -0.58 0.82
C 0.31 -0.24 -1.03

---

2.
The following is a quantum chemistry calculation of 7 unconnected molecules or ions with the total composition C20H50B2N7O9, from the OMol25 dataset.

The value obtained for the energy is -51767.1267 eV. As for the net charge: -1. The value obtained for the highest occupied orbital energy is -1.40 eV. For the lowest unoccupied orbital energy, the calculation gives 1.82 eV.

Cartesian coordinates (Å):
N: 4.253 -3.321 4.525
B: 3.917 -4.456 3.608
O: 4.757 -4.575 2.425
C: 2.756 -5.483 3.914
C: 1.572 -5.329 2.854
B: 0.638 -4.206 3.454
O: 0.905 -2.830 3.259
O: -0.487 -4.607 4.255
H: 5.119 -2.882 4.216
H: 4.490 -3.742 5.417
H: 5.639 -4.723 2.753
H: 3.144 -6.508 3.723
H: 1.013 -6.278 2.906
H: 1.911 -5.098 1.821
H: 0.651 -2.552 2.386
H: -0.074 -4.880 5.072
C: -1.087 -0.237 1.517
C: -0.560 -0.756 0.205
O: 0.047 -1.815 0.115
N: -0.782 -0.003 -0.905
C: -1.479 1.265 -1.007
H: -0.837 -0.939 2.309
H: -0.632 0.727 1.754
H: -2.172 -0.135 1.475
H: -0.400 -0.406 -1.745
H: -2.321 1.147 -1.694
H: -0.794 2.013 -1.411
H: -1.850 1.604 -0.044
C: -2.509 -4.077 0.219
C: -3.657 -3.197 0.626
O: -3.731 -2.028 0.263
N: -4.623 -3.735 1.416
C: -4.699 -5.085 1.942
H: -1.829 -3.496 -0.397
H: -1.967 -4.427 1.098
H: -2.868 -4.929 -0.363
H: -5.360 -3.089 1.648
H: -5.620 -5.555 1.589
H: -4.719 -5.044 3.032
H: -3.851 -5.683 1.627
C: 2.864 4.751 -3.317
C: 2.170 4.005 -2.206
O: 1.372 4.552 -1.456
N: 2.458 2.688 -2.063
C: 3.367 1.870 -2.853
H: 2.534 5.787 -3.308
H: 3.945 4.728 -3.172
H: 2.611 4.313 -4.284
H: 1.962 2.250 -1.303
H: 2.810 1.052 -3.293
H: 4.132 1.461 -2.188
H: 3.845 2.438 -3.641
C: 5.202 0.690 -7.127
C: 4.507 -0.062 -6.020
O: 3.702 0.476 -5.274
N: 4.804 -1.378 -5.869
C: 5.724 -2.187 -6.646
H: 4.865 1.722 -7.121
H: 6.282 0.676 -6.974
H: 4.959 0.250 -8.095
H: 4.305 -1.817 -5.111
H: 5.177 -3.017 -7.097
H: 6.491 -2.591 -5.983
H: 6.201 -1.609 -7.430
C: -5.187 0.413 1.238
C: -4.564 1.735 1.597
O: -3.848 1.877 2.577
N: -4.818 2.795 0.780
C: -5.631 2.824 -0.421
H: -4.894 -0.332 1.970
H: -6.276 0.496 1.238
H: -4.837 0.087 0.260
H: -4.370 3.648 1.074
H: -5.012 3.137 -1.265
H: -6.438 3.548 -0.290
H: -6.058 1.851 -0.636
C: -0.083 5.552 1.960
C: -1.193 6.497 2.341
O: -1.238 7.649 1.931
N: -2.166 6.028 3.167
C: -2.290 4.703 3.755
H: 0.611 6.065 1.300
H: 0.458 5.225 2.848
H: -0.485 4.686 1.433
H: -2.873 6.712 3.378
H: -3.232 4.259 3.434
H: -2.296 4.798 4.843
H: -1.476 4.051 3.460

Cartesian forces (eV/Å) of the 3 atoms listed first:
N 1.06 -1.09 -0.75
B -0.97 -0.42 0.33
O -0.67 -0.02 0.54

---

no.,orbital gap (eV)
1,8.49
2,3.22